Entry 1:
C32H22BaN6O11S3 | ωB97M-V/def2-TZVPD

Each line ends with the Mulliken charge.
Cartesian coordinates (Å):
Ba -1.205 0.180 1.142  1.81
S 1.263 5.805 2.240  -0.41
S -1.327 3.528 -2.852  -0.35
S -4.355 -0.046 0.876  -0.42
O 2.859 1.570 -4.148  -0.74
O 1.320 0.467 -0.533  -0.13
O -1.067 2.326 2.593  -0.97
O 1.155 1.677 -2.851  -0.45
O 0.667 -3.426 2.874  -0.63
O 5.728 -2.138 -4.033  -0.70
O 0.667 3.592 3.676  -0.71
O -0.754 -2.050 1.801  -0.93
O 5.837 -3.381 -2.277  -0.69
O 3.231 -1.227 2.017  -0.64
O 1.408 -2.128 1.033  -0.14
N 1.007 3.157 1.624  0.34
N 0.537 0.112 2.677  -0.48
N 5.371 -2.422 -2.890  1.03
N 2.233 1.194 -3.158  0.86
N -2.624 -1.695 -1.088  0.25
N -1.270 2.386 -0.568  -0.27
C -0.276 4.142 -1.652  -0.71
C 1.904 -0.030 5.039  -1.00
C 1.557 -1.193 4.375  -0.57
C -0.367 -1.926 -1.898  -0.01
C 1.557 1.198 4.505  -0.32
C -3.921 -2.035 -1.036  -0.91
C 4.397 -1.634 -2.269  -0.86
C 0.165 2.463 2.772  1.09
C 0.403 -2.189 2.294  0.98
C 0.882 -1.058 3.171  -0.30
C 2.267 -0.131 -1.040  -0.15
C -3.542 -3.759 -2.698  -0.92
C 3.986 -1.916 -0.941  0.32
C -4.447 -3.078 -1.860  1.24
C 2.787 0.155 -2.378  -0.42
C -1.856 2.321 -1.714  0.65
C -1.795 -2.345 -1.872  0.34
C 3.021 3.806 2.951  -1.52
C 0.852 1.222 3.308  0.34
C 2.997 -1.199 -0.354  0.24
C -4.817 -1.329 -0.167  0.73
C 0.319 5.258 0.883  -0.68
C -0.390 3.423 -0.492  0.14
C -6.659 -2.693 -1.021  -0.52
C 1.535 3.994 2.680  0.83
C -5.815 -3.393 -1.850  -0.83
C 0.302 3.919 0.695  -0.36
C -2.949 1.395 -2.085  -0.73
C -2.225 -3.405 -2.697  -0.94
C -6.165 -1.689 -0.199  -0.61
C 2.553 -1.516 1.054  0.30
C 3.808 -0.580 -2.949  -0.37
H 0.108 -2.242 -0.971  0.01
H -3.915 -4.552 -3.336  0.35
H -7.717 -2.924 -1.013  0.34
H 3.575 4.177 2.093  0.43
H -6.180 -4.178 -2.499  0.31
H 0.147 -4.052 2.354  0.43
H 1.786 2.124 5.010  0.55
H 2.448 -0.072 5.974  0.38
H 3.236 2.748 3.089  0.30
H -1.508 -3.920 -3.320  0.47
H -2.564 0.382 -2.221  0.06
H 4.470 -2.731 -0.420  0.60
H -0.159 6.008 0.285  0.53
H -6.839 -1.149 0.449  0.42
H -3.679 1.360 -1.272  0.09
H 1.805 -2.169 4.757  0.56
H 4.132 -0.333 -3.951  0.62
H 3.315 4.365 3.838  0.34
H -0.296 -0.841 -1.943  -0.33
H 0.367 4.973 -1.865  0.59
H -3.431 1.720 -3.007  0.51
H 0.154 -2.373 -2.744  0.39

The charge is -2. As for the relative energy (zero: lowest compared OMol25 entry of this formula, charge and spin): 401.76 kJ/mol.

Entry 2:
C32H22BrCdI2N4O6PS2 | ωB97M-V/def2-TZVPD

Each line ends with the Mulliken charge.
Cartesian coordinates (Å):
I 0.172 6.045 -4.121  -0.03
I -0.327 0.315 -5.662  -0.01
Cd -1.457 -0.358 -0.334  2.56
Br 3.176 0.999 -3.213  -0.18
S -4.141 -1.226 0.422  1.00
S -3.460 0.644 1.047  -0.55
P -0.157 -0.343 2.663  0.54
O -0.750 0.099 -2.491  -0.80
O -5.565 -1.192 0.158  -0.67
O -3.353 -1.465 -0.853  -0.73
O -0.067 -2.067 0.054  -0.81
O -3.742 -2.195 1.458  -0.61
O 1.377 -3.787 0.036  -0.73
N 1.291 0.406 3.263  0.29
N -0.773 1.987 -0.543  0.04
N 2.210 -0.867 -1.407  -0.24
N 1.689 1.673 1.357  0.55
C -0.828 -3.045 2.816  -0.28
C 3.588 3.198 2.670  -0.42
C -1.291 0.186 4.035  0.55
C -0.138 3.093 -4.485  -0.39
C -0.403 4.661 -1.086  -0.88
C -0.652 -4.382 3.149  -0.74
C 2.243 -1.660 -0.323  0.63
C -0.143 4.071 -3.526  -0.23
C -1.933 1.752 5.776  -0.71
C 3.249 -0.099 -1.627  0.06
C 1.082 -2.596 -0.079  -0.18
C -3.361 -0.106 5.250  -0.72
C -0.565 1.295 -2.831  0.36
C -0.337 1.740 -4.154  -0.40
C 1.278 -2.524 3.857  -0.67
C 3.325 -1.676 0.549  -0.41
C 4.388 -0.828 0.306  -0.49
C 3.261 3.488 1.348  -1.16
C 0.130 -2.097 3.189  0.74
C 2.303 2.690 0.745  -0.29
C -3.086 1.022 6.022  -0.47
C 2.950 2.166 3.326  -1.06
C 4.368 -0.010 -0.816  -0.36
C 1.989 1.422 2.622  -0.14
C -0.637 4.233 0.189  -0.98
C 0.485 -4.799 3.834  -0.54
C -0.825 2.864 0.423  -0.59
C -2.482 -0.515 4.259  -0.48
C -1.045 1.336 4.781  -0.17
C -0.559 2.380 -1.824  -0.09
C -0.362 3.738 -2.157  1.35
C 1.455 -3.868 4.182  -0.53
H -0.163 1.936 4.581  0.31
H 5.240 -0.804 0.975  0.40
H 3.308 -2.359 1.391  0.49
H 0.022 3.359 -5.523  0.30
H 4.334 3.788 3.195  0.38
H 3.726 4.299 0.804  0.47
H -1.722 2.651 6.344  0.39
H -1.401 -5.101 2.841  0.44
H -0.686 4.933 1.014  0.45
H -2.754 -1.354 3.620  0.21
H 3.169 1.933 4.363  0.44
H -4.282 -0.659 5.400  0.41
H 5.171 0.673 -1.049  0.43
H 2.358 -4.182 4.693  0.37
H -3.780 1.340 6.793  0.34
H 0.626 -5.847 4.071  0.34
H 2.000 2.872 -0.285  0.51
H -1.700 -2.749 2.226  0.20
H -1.033 2.479 1.421  0.32
H 1.460 0.358 4.255  0.47
H 2.063 -1.822 4.103  0.24
H -0.254 5.713 -1.292  0.16

The charge is -2. As for the relative energy (zero: lowest compared OMol25 entry of this formula, charge and spin): 72.37 kJ/mol.

Entry 3:
C32H22F12N4O3Sr | ωB97M-V/def2-TZVPD

Each line ends with the Mulliken charge.
Cartesian coordinates (Å):
Sr -0.203 1.106 -0.985  2.50
F 3.034 3.310 1.372  -0.31
F 1.816 1.645 2.018  -0.12
F -0.611 -3.025 -4.035  -0.31
F -2.813 -1.482 -3.926  -0.29
F -3.305 -3.087 -2.586  -0.32
F 3.946 1.624 2.359  -0.31
F 5.491 2.064 0.138  -0.29
F -0.819 -4.119 -2.181  -0.32
F 4.143 3.100 -1.165  -0.26
F -3.571 -1.022 -1.965  -0.18
F 0.851 -2.779 -2.472  -0.21
F 4.790 1.115 -1.682  -0.28
O -0.813 -0.550 -2.572  -1.50
O -3.926 4.062 -1.071  -0.88
O 2.069 1.686 -0.681  -1.30
N 0.986 -0.935 -0.213  0.38
N -1.396 0.698 1.395  -0.36
N -0.669 3.425 -2.400  0.06
N -2.374 2.442 -0.504  -0.03
C 2.548 -2.534 0.627  -0.27
C -1.842 4.032 -2.203  0.54
C -2.738 -1.842 -2.637  0.08
C -1.294 5.729 -3.802  -0.14
C -1.460 -2.314 2.424  -0.48
C 3.297 -0.251 0.312  -0.39
C 3.801 -2.924 1.040  -1.22
C -2.635 0.979 1.461  0.99
C 4.392 1.886 -0.654  0.42
C 0.195 3.956 -3.262  -0.27
C -0.067 5.106 -3.988  -0.81
C -3.545 0.428 2.495  -0.69
C -3.130 -0.487 3.364  -1.15
C -2.189 5.187 -2.900  -0.72
C -0.795 -0.221 2.352  -1.31
C -1.745 -1.024 3.283  0.57
C -1.266 -1.715 -2.083  2.41
C -0.459 -2.909 -2.696  0.44
C -0.290 -1.568 1.741  0.24
C -2.373 -2.498 0.150  -0.95
C -2.825 3.475 -1.180  -0.25
C -1.239 -1.874 -0.535  -0.11
C 4.551 -0.697 0.729  -0.74
C 3.107 1.280 0.048  1.71
C -3.712 -3.439 2.028  -1.75
C -0.134 -1.545 0.223  -0.24
C 4.842 -2.005 1.094  0.49
C 6.241 -2.407 1.494  -1.63
C -3.277 1.933 0.484  -1.09
C 2.230 -1.199 0.251  -0.65
C -2.520 -2.725 1.462  0.17
C 2.996 1.963 1.454  0.21
H 6.868 -2.608 0.619  0.29
H 6.728 -1.620 2.073  0.37
H -3.158 5.621 -2.698  0.45
H 1.754 -3.268 0.536  0.40
H 6.227 -3.315 2.102  0.37
H 0.667 -1.823 2.194  0.75
H -3.401 -4.318 2.608  0.30
H -0.010 0.331 2.867  0.67
H -1.165 -3.172 3.043  0.53
H -3.801 -0.869 4.128  0.40
H -4.386 -3.771 1.236  0.39
H -1.325 -1.132 4.286  0.47
H 3.979 -3.963 1.310  0.29
H -4.283 -2.794 2.706  0.25
H 1.142 3.435 -3.361  0.49
H -1.543 6.629 -4.353  0.39
H -3.754 2.738 1.067  0.44
H -4.558 0.815 2.525  0.38
H 0.672 5.497 -4.675  0.37
H -4.121 1.388 0.028  0.22
H -3.184 -2.866 -0.463  0.26
H 5.363 0.012 0.804  0.47

The charge is -2. As for the relative energy (zero: lowest compared OMol25 entry of this formula, charge and spin): 0.00 kJ/mol.

| no. | gap between HOMO and LUMO (eV) | calculated total energy (a.u.) | highest occupied orbital energy (Ha) |
| --- | --- | --- | --- |
| 1 | 6.2108 | -3608.93646 | -0.081 |
| 2 | 5.8551 | -6378.20125 | -0.091 |
| 3 | 5.6805 | -2906.71582 | -0.043 |